(1)
10
Properties=species:S:1:pos:R:3 method="wB97M-V/def2-TZVPD" de_lowest_kj_mol=107.6 e_tot_ha=-482.893620 homo_lumo_gap_ev=11.129 lumo_energy_ev=0.619 smiles="O=C(NO)C(F)F" homo_ev=-10.510
O -0.439 -1.650 -0.791
C 0.055 -0.843 -0.071
N -0.497 0.529 0.496
O -1.692 1.024 -0.032
C 1.555 -0.946 0.323
F 2.229 0.173 0.108
F 1.697 -1.276 1.639
H 0.317 1.108 0.414
H -1.646 0.864 -0.993
H 2.037 -1.722 -0.376

(2)
8
Properties=species:S:1:pos:R:3 method="wB97M-V/def2-TZVPD" de_lowest_kj_mol=512.5 e_tot_ha=-618.912081 homo_lumo_gap_ev="8.576 / 8.690" lumo_energy_ev="-1.430 / -0.397" homo_ev="-10.006 / -9.087"
C -0.799 -0.366 0.199
C 0.463 0.308 0.608
F 1.647 -0.196 0.219
F 0.580 0.708 1.891
P -0.562 1.311 -0.571
H -0.720 -1.233 -0.443
H -1.550 -0.466 0.976
H 0.942 -0.067 -2.879

(3)
9
Properties=species:S:1:pos:R:3 method="wB97M-V/def2-TZVPD" de_lowest_kj_mol=220.1 e_tot_ha=-1017.071351 multiplicity=3 homo_lumo_gap_ev="6.322 / 6.345" lumo_energy_ev="0.362 / -3.747" s2=2.005 homo_ev="-5.959 / -10.092"
C 0.026 0.289 0.924
C -0.250 0.107 -0.180
F -4.099 1.500 0.383
F -3.053 3.313 -0.569
P -2.535 1.848 -0.089
S -1.638 2.516 1.727
H 0.373 0.614 1.924
H -1.560 1.388 2.164
H -0.437 -0.351 -1.150

(4)
8
Properties=species:S:1:pos:R:3 method="wB97M-V/def2-TZVPD" de_lowest_kj_mol=147.9 e_tot_ha=-377.569749 homo_lumo_gap_ev=12.642 lumo_energy_ev=0.940 smiles=FCC(F)F homo_ev=-11.701
F -1.371 -0.903 -0.627
C -0.830 -0.013 0.186
C 0.687 0.078 -0.102
F 0.949 0.403 -1.364
F 1.288 -1.161 0.114
H -1.085 1.124 -0.051
H -0.873 -0.413 1.186
H 1.236 0.884 0.659

(5)
10
Properties=species:S:1:pos:R:3 method="wB97M-V/def2-TZVPD" de_lowest_kj_mol=135.7 e_tot_ha=-507.519681 homo_lumo_gap_ev="7.197 / 7.194" lumo_energy_ev="4.196 / 4.196" charge=-1 homo_ev="-3.001 / -2.999"
C 0.096 0.222 -0.412
C 0.136 0.289 1.057
N -0.027 -0.993 -1.109
O 0.409 -1.191 -2.278
F -1.194 1.732 -0.592
F 1.179 -0.481 1.465
F -0.968 -0.276 1.762
H 1.054 0.795 -0.657
H 0.111 1.291 1.429
H -0.797 -1.388 -0.665

(6)
13
Properties=species:S:1:pos:R:3 method="wB97M-V/def2-TZVPD" de_lowest_kj_mol=0.0 e_tot_ha=-1056.232871 multiplicity=3 homo_lumo_gap_ev="5.679 / 5.989" lumo_energy_ev="3.524 / 0.736" s2=2.006 charge=-1 homo_ev="-2.155 / -5.253"
C 0.096 1.378 1.036
C -0.655 -0.841 1.004
N 0.370 -0.031 0.995
O 2.097 -1.216 -2.066
O -0.293 -1.250 -2.676
O 0.878 0.894 -2.391
F -1.730 -0.594 0.130
F -0.324 -2.128 0.752
F -1.393 -0.956 2.235
S 0.837 -0.528 -2.164
H -0.947 1.618 0.789
H 0.313 1.774 2.036
H 0.749 1.880 0.319